No. 1
Computed, not measured: one molecule with the formula C3H2N2O2 at a distorted geometry, with ωB97M-V with the def2-TZVPD basis set.

Each line ends with the Mulliken charge.
Geometry (Å):
C (0.40077, -1.68462, -0.24353)  0.229
C (0.29957, 0.58166, 0.27551)  -0.104
C (-0.80925, -0.85973, -1.06766)  0.772
N (-0.71660, 0.28894, -0.51201)  -0.417
N (0.65034, 1.65889, 0.84842)  -0.220
O (0.15342, -2.79247, 0.21674)  -0.303
O (-1.52569, -1.36891, -1.89364)  -0.504
H (1.19993, 1.49040, 1.60942)  0.274
H (0.34752, 2.68585, 0.76674)  0.273

Output
E: -10214.7872 eV
energy relative to the best compared isomer or geometry (same formula, charge and spin): 328.24 kJ/mol
highest occupied orbital energy (alpha / beta): -0.32405 / -0.32395 hartree



No. 2
Computed, not measured: a 2-piece molecular cluster, C7H18 overall at a distorted geometry, with ωB97M-V with the def2-TZVPD basis set.

Each line ends with the Mulliken charge.
Geometry (Å):
C (-1.36254, -0.49621, 0.86010)  0.893
C (-1.12497, 0.20509, 2.22793)  -1.117
C (-0.37222, -1.62322, 0.67225)  -1.443
C (-2.70402, -1.12835, 0.71117)  -1.494
H (-1.16456, -0.01307, 0.01241)  0.102
H (-2.13589, 0.38638, 2.64008)  0.353
H (-0.61861, 1.15538, 2.21409)  0.311
H (-0.50313, -2.43512, 1.52773)  0.382
H (-0.65754, -2.18927, -0.28722)  0.337
H (0.59647, -1.31989, 0.58642)  0.421
H (-3.53690, -0.27960, 0.95271)  0.331
H (-2.96095, -1.33550, -0.37970)  0.363
H (-2.94015, -1.91949, 1.40091)  0.386
H (-0.63938, -0.53403, 3.00127)  0.271
C (1.33670, 0.98805, -1.78351)  0.409
C (1.59177, 2.20809, -1.00502)  -1.014
C (2.34209, -0.08336, -1.67102)  -1.402
H (1.37932, 1.18747, -2.85085)  0.321
H (0.33971, 0.53678, -1.64847)  0.225
H (2.62915, 2.06259, -0.52667)  0.338
H (1.73332, 3.04655, -1.54595)  0.412
H (2.92504, -0.14260, -0.61606)  0.378
H (3.12707, 0.06537, -2.31194)  0.502
H (0.81779, 2.64397, -0.33075)  0.310
H (1.90243, -0.98601, -1.84990)  0.425

Output
charge: +1
E: -7537.6380 eV
spin multiplicity: 2
<S²>: 0.75
energy relative to the best compared isomer or geometry (same formula, charge and spin): 277.82 kJ/mol
highest occupied orbital energy (alpha / beta): -0.51954 / -0.51829 hartree



No. 3
Computed, not measured: C18H35As2FeNS2 as an isolated structure at a distorted geometry, with ωB97M-V with the def2-TZVPD basis set.

Each line ends with the Mulliken charge.
Geometry (Å):
Fe (0.47739, 0.45946, -0.97353)  0.506
S (-0.70502, 2.74499, -1.15821)  0.043
S (-1.22047, -1.62735, -0.75622)  0.368
C (-2.54056, 2.64065, -0.99776)  -0.757
C (-0.62338, 2.76863, -2.95744)  -0.932
C (-1.00216, 1.41994, -3.54174)  -0.638
N (-0.18574, 0.25217, -3.06696)  -0.005
C (-1.05719, -0.93988, -3.31636)  -0.807
C (-0.73854, -2.12945, -2.41965)  -0.808
H (0.37168, 3.11901, -3.28121)  0.442
H (-1.39339, 3.50766, -3.24079)  0.573
H (-0.97737, 1.47121, -4.65236)  0.382
H (-2.04939, 1.21707, -3.24288)  0.347
H (-1.03333, -1.26012, -4.38778)  0.332
H (-2.10430, -0.65637, -3.05003)  0.285
H (0.31346, -2.45597, -2.47099)  0.227
H (-1.39150, -2.97313, -2.70150)  0.525
C (-3.04583, -1.55463, -0.85893)  -1.231
H (0.62703, 0.16953, -3.70579)  0.416
H (-3.47029, -0.66485, -1.36183)  0.275
H (-3.33442, -1.55030, 0.21147)  0.428
H (-3.39719, -2.48558, -1.34464)  0.438
H (-2.79535, 2.84182, 0.05436)  0.257
H (-3.02902, 1.68925, -1.28623)  0.037
H (-2.90773, 3.45638, -1.64767)  0.459
C (2.59158, 0.53359, -2.15069)  -0.539
C (3.36622, 0.73157, -1.03365)  -0.964
H (1.91109, 1.29329, -2.57911)  0.530
H (2.92674, -0.26550, -2.83060)  0.291
H (3.26027, 1.59709, -0.36191)  0.299
H (4.36096, 0.19863, -0.89405)  0.423
C (3.22059, -0.93970, 1.52905)  -1.249
As (1.54633, -1.03687, 0.52769)  0.824
C (1.70885, -2.93221, 0.09150)  -1.594
C (0.54785, -1.24332, 2.31249)  0.217
C (0.74827, -2.41534, 3.02324)  -0.681
C (0.13144, -2.57921, 4.27719)  -0.838
C (-0.69415, -1.56760, 4.79064)  -0.749
C (-0.85789, -0.35181, 4.07327)  -0.370
C (-0.18364, -0.17150, 2.83748)  0.177
As (-0.28865, 1.33931, 1.52591)  0.842
C (-1.82137, 2.19953, 2.40561)  -1.389
C (1.36151, 2.32022, 1.96807)  -0.827
H (4.04788, -0.63552, 0.89115)  0.416
H (3.37672, -1.95693, 1.88478)  0.486
H (3.12794, -0.24265, 2.36601)  0.345
H (2.41360, -3.41509, 0.77400)  0.671
H (0.72427, -3.39768, 0.16061)  0.461
H (2.07254, -2.99920, -0.93727)  0.359
H (1.41464, -3.16988, 2.60172)  0.268
H (0.28731, -3.48892, 4.84465)  0.434
H (-1.21361, -1.71498, 5.75276)  0.396
H (-1.53207, 0.42395, 4.47116)  0.306
H (-1.51310, 2.36027, 3.45122)  0.451
H (-2.07307, 3.14868, 1.90970)  0.520
H (-2.65077, 1.46583, 2.35145)  0.402
H (1.34708, 2.45526, 3.05976)  0.420
H (2.22442, 1.72107, 1.63918)  0.118
H (1.32280, 3.27550, 1.42166)  0.386

Output
charge: +2
E: -198441.9567 eV
spin multiplicity: 5
<S²>: 6.02
highest occupied orbital energy (alpha / beta): -0.50756 / -0.52953 hartree